Record 1
C49H46BN8OPtS2 | ωB97M-V/def2-TZVPD

ORCA input file:
```
! RIJCOSX wB97M-V def2-TZVPD def2/J DEFGRID3
* xyz 1 1
Pt 0.48858 0.53572 -0.31971
C 2.17385 5.56611 1.43474
C 1.41327 4.65322 0.52863
C 0.61654 4.97730 -0.55260
C 0.14177 3.76182 -1.05902
N 0.58480 2.76922 -0.28025
N 1.37030 3.31678 0.68690
B 2.26997 2.43367 1.58969
N 3.13827 1.60121 0.63502
N 2.58133 0.88934 -0.36970
C 3.57415 0.36042 -1.10090
C 4.79010 0.73571 -0.52350
C 4.47654 1.52645 0.56077
C 5.39373 2.23569 1.50276
C 3.41274 -0.40948 -2.34831
C 4.48537 -1.16916 -2.81588
C 4.40428 -1.85145 -4.01841
C 3.24944 -1.78535 -4.78558
C 2.17362 -1.03969 -4.33192
C 2.25686 -0.36387 -3.12377
N 1.43017 1.52949 2.51105
N 0.45386 0.70453 2.06198
C -0.04744 0.07557 3.14924
C 0.67960 0.48176 4.28153
C 1.59991 1.39980 3.84131
C 2.57400 2.19012 4.65543
C -1.26661 -0.77030 3.22048
C -1.98339 -1.18586 2.10541
C -3.18688 -1.86653 2.22422
C -3.68663 -2.17950 3.47904
C -2.96875 -1.80170 4.60629
C -1.78122 -1.09766 4.48005
C -0.72605 3.55921 -2.23351
C -0.42276 2.59632 -3.19207
C -1.24186 2.41904 -4.29660
C -2.36873 3.21183 -4.45886
C -2.66705 4.19035 -3.51887
C -1.84776 4.36626 -2.41279
H 1.91418 6.59760 1.20937
H 1.93688 5.36561 2.48003
H 3.25182 5.44990 1.30743
H 0.45804 5.96044 -0.96766
H 2.95955 3.12337 2.27375
H 5.78061 0.49524 -0.87402
H 6.42520 2.00455 1.24431
H 5.25788 3.31680 1.44817
H 5.21983 1.92733 2.53500
H 5.38659 -1.24345 -2.21948
H 5.25016 -2.43494 -4.35987
H 3.19243 -2.30712 -5.73351
H 1.26725 -0.97808 -4.92255
H 1.41626 0.22899 -2.79814
H 0.55192 0.15319 5.30058
H 2.42602 1.96120 5.70869
H 3.60789 1.95277 4.39769
H 2.43371 3.26146 4.51152
H -1.59583 -0.97129 1.12867
H -3.73339 -2.14968 1.32945
H -4.62042 -2.72043 3.58299
H -3.34840 -2.04043 5.59368
H -1.26015 -0.78804 5.37687
H 0.48396 2.01633 -3.08703
H -0.99721 1.66269 -5.03264
H -3.00522 3.08429 -5.32594
H -3.53858 4.81893 -3.65124
H -2.08360 5.12266 -1.67226
N -2.16730 1.96875 1.19663
C -2.76500 1.29129 0.21990
S -1.87050 0.45704 -0.97132
N -4.10738 1.29791 0.24685
C -5.07984 0.54134 -0.47514
C -4.91764 0.10785 -1.78622
C -5.92775 -0.63137 -2.38905
C -7.09710 -0.92614 -1.70618
C -7.26552 -0.46186 -0.40825
C -6.26311 0.26944 0.20416
H -1.16019 2.00324 1.22471
H -2.69173 2.44730 1.91020
H -4.50410 1.77349 1.04122
H -4.03007 0.36225 -2.34320
H -5.80029 -0.96838 -3.41089
H -7.88005 -1.50154 -2.18390
H -8.18055 -0.67424 0.13013
H -6.39819 0.62592 1.22100
O 2.57037 -1.84111 0.52006
S 1.21254 -2.06944 -0.01142
C 1.31352 -3.22399 -1.38525
C 0.25722 -3.32660 -2.27935
C 0.31638 -4.28706 -3.27744
C 1.43174 -5.11076 -3.37762
C 2.49037 -4.97509 -2.48712
C 2.43540 -4.02585 -1.47522
C 0.45094 -3.20843 1.17639
C 1.10788 -3.32248 2.38946
C 0.59227 -4.17815 3.35539
C -0.55887 -4.90728 3.09767
C -1.20269 -4.78733 1.87095
C -0.70646 -3.92774 0.90497
H -0.59537 -2.65741 -2.20020
H -0.50360 -4.39166 -3.97841
H 1.47936 -5.85686 -4.16200
H 3.35757 -5.61896 -2.57558
H 3.24012 -3.90280 -0.75840
H 2.01757 -2.75996 2.55761
H 1.09611 -4.27300 4.30986
H -0.96113 -5.57261 3.85157
H -2.09654 -5.36502 1.66359
H -1.21364 -3.82898 -0.04635
*
```

For the relative energy (zero: lowest compared OMol25 entry of this formula, charge and spin), the calculation gives 1.784 eV. For the highest occupied orbital energy (alpha / beta), the calculation gives -10.31 / -10.32 eV. As for the HOMO-LUMO gap (alpha / beta): 6.996 / 7.035 eV.

Record 2
C36H33N8SSiTi | ωB97M-V/def2-TZVPD

ORCA input file:
```
! RIJCOSX wB97M-V def2-TZVPD def2/J DEFGRID3
* xyz 1 3
Ti 0.44546 0.04120 0.71436
N -3.90652 0.89389 1.05795
C -2.68392 0.71672 0.56586
N -1.67675 0.24645 1.25012
C -1.91647 -0.18838 2.57652
N -0.99895 -0.82601 3.20107
N 0.13955 -0.98050 2.44294
C 1.15608 -1.62229 3.02842
C 2.35484 -1.67265 2.28959
C 3.54288 -2.27916 2.73905
C 4.65785 -2.23891 1.94610
C 4.59747 -1.59310 0.69943
C 3.41201 -1.01905 0.31437
N 2.30353 -1.04035 1.07527
C -3.20119 0.11508 3.20308
C -3.46592 -0.12864 4.55027
C -4.71032 0.15695 5.07462
C -5.71054 0.68781 4.26039
C -5.46444 0.93715 2.92490
C -4.20900 0.64966 2.40663
H -4.62175 1.25677 0.44773
H -2.53724 0.99361 -0.47036
H 1.04597 -2.04606 4.01764
H 3.55223 -2.76847 3.70360
H 5.57883 -2.70193 2.27469
H 5.45584 -1.54818 0.04507
H 3.32086 -0.52223 -0.64330
H -2.68015 -0.54928 5.16231
H -4.91292 -0.03458 6.11925
H -6.68527 0.90737 4.67399
H -6.23566 1.35041 2.28607
C 3.17088 3.32014 4.16801
C 1.84071 3.22968 3.42070
C 1.99954 2.84834 1.98814
N 1.29433 1.96714 1.37821
N 1.61679 1.77149 0.05752
C 2.62824 2.50360 -0.33435
N 3.15516 2.44067 -1.55609
S 3.20598 3.54214 0.93244
H 2.99549 3.58505 5.20855
H 3.81943 4.08574 3.73874
H 3.69987 2.36743 4.14188
H 1.31532 4.18672 3.46861
H 1.18800 2.48086 3.87104
H 2.76151 1.79781 -2.23848
H 3.90202 3.04827 -1.83971
C -3.37072 2.46565 -3.18705
C -3.59988 1.10508 -3.33900
C -2.61600 0.18464 -2.99085
C -1.38558 0.59768 -2.47265
C -1.17661 1.97825 -2.33569
C -2.14874 2.90378 -2.69088
Si -0.10125 -0.63435 -1.78509
C 1.40083 -0.50706 -2.94768
C 1.59340 0.57032 -3.82178
C 2.75287 0.68782 -4.58483
C 3.74602 -0.27832 -4.49531
C 3.56483 -1.36824 -3.65298
C 2.40911 -1.47614 -2.89123
C -0.83723 -2.35599 -2.01386
C -0.75002 -3.04626 -3.22685
C -1.33992 -4.29250 -3.38889
C -2.03437 -4.87441 -2.33615
C -2.12998 -4.20924 -1.12243
C -1.53209 -2.96592 -0.96597
H -4.13346 3.18169 -3.46497
H -4.54513 0.75836 -3.73824
H -2.81514 -0.87465 -3.10843
H -0.23765 2.33574 -1.92165
H -1.95841 3.96411 -2.57787
H 0.81612 1.31848 -3.92894
H 2.86895 1.52254 -5.26589
H 4.64408 -0.19492 -5.09365
H 4.32323 -2.13945 -3.59637
H 2.28300 -2.33779 -2.24235
H -0.21210 -2.60291 -4.05829
H -1.25900 -4.81045 -4.33619
H -2.49451 -5.84613 -2.46058
H -2.66245 -4.66370 -0.29620
H -1.60182 -2.46409 -0.00406
*
```

For the relative energy (zero: lowest compared OMol25 entry of this formula, charge and spin), the calculation gives 0.000 eV. For the highest occupied orbital energy (alpha / beta), the calculation gives -8.56 / -9.62 eV. As for the HOMO-LUMO gap (alpha / beta): 5.933 / 6.623 eV. As for the expectation value of S²: 2.02.